{
  "formula": "C48H58N8NiO2PS2SbSe",
  "method": "wB97M-V/def2-TZVPD",
  "species": ["Ni", "C", "C", "C", "C", "C", "C", "C", "Sb", "C", "C", "C", "C", "C", "C", "C", "C", "C", "C", "C", "C", "C", "C", "H", "H", "H", "H", "H", "H", "H", "H", "H", "H", "H", "H", "H", "H", "H", "H", "H", "H", "H", "H", "H", "Se", "N", "C", "C", "C", "C", "N", "C", "N", "H", "H", "H", "O", "S", "O", "N", "C", "S", "C", "C", "C", "C", "C", "C", "H", "H", "H", "H", "N", "P", "N", "C", "C", "C", "C", "C", "N", "C", "C", "C", "C", "C", "N", "C", "C", "C", "C", "C", "H", "H", "H", "H", "H", "H", "H", "H", "H", "H", "H", "H", "H", "H", "H", "H", "H", "H", "H", "H", "H", "H", "H", "H", "H", "H", "H", "H", "H", "H"],
  "xyz": [[0.061834, 0.664008, 1.041289], [3.643636, 2.463350, 1.775891], [4.641754, 1.590757, 1.048691], [5.982170, 1.993648, 1.024917], [6.963770, 1.235840, 0.400809], [6.620832, 0.045675, -0.225347], [5.296740, -0.369793, -0.215765], [4.297987, 0.381668, 0.419084], [2.293298, -0.415527, 0.294939], [2.612659, -0.909005, -1.770234], [2.410903, 0.234251, -2.553230], [2.661046, 0.228753, -3.916566], [3.101978, -0.938950, -4.520909], [3.297427, -2.076897, -3.753220], [3.072074, -2.091902, -2.374943], [3.352090, -3.383327, -1.636051], [2.425897, -2.217647, 1.434864], [1.525050, -3.210184, 1.044671], [1.385017, -4.381806, 1.776732], [2.157565, -4.559433, 2.921588], [3.026707, -3.555070, 3.333759], [3.162867, -2.364241, 2.617827], [4.053034, -1.263582, 3.159186], [4.008481, 3.491735, 1.848474], [3.483791, 2.097018, 2.794693], [2.677174, 2.481222, 1.271655], [6.253378, 2.926946, 1.512007], [7.994119, 1.578648, 0.396773], [7.375838, -0.549958, -0.730557], [5.036462, -1.296916, -0.721979], [2.061151, 1.154767, -2.089599], [2.511386, 1.129605, -4.499843], [3.302434, -0.963028, -5.586708], [3.655665, -2.984945, -4.228237], [4.093821, -3.975681, -2.175827], [2.446856, -3.991905, -1.549063], [3.721284, -3.210844, -0.627949], [0.916766, -3.051923, 0.159537], [0.683823, -5.147193, 1.456909], [2.072358, -5.472194, 3.502148], [3.606771, -3.688624, 4.243353], [4.376010, -1.489702, 4.177600], [3.518114, -0.306680, 3.180534], [4.941016, -1.120692, 2.541721], [-0.481624, -2.009724, 3.953124], [-0.688310, -0.942250, 5.336114], [-0.292061, 0.240155, 4.926424], [-0.309170, 1.457276, 5.678804], [0.094035, 2.575385, 5.045516], [0.537463, 2.545359, 3.674455], [0.583379, 1.479553, 2.939291], [0.163646, 0.330649, 3.560300], [0.152182, -0.778182, 2.870817], [-0.644736, 1.464624, 6.708808], [0.086569, 3.534799, 5.550253], [0.879242, 3.458778, 3.223597], [-2.020818, 6.436959, 1.617909], [-0.792095, 5.759223, 1.894332], [-0.287030, 5.767935, 3.247921], [-0.854013, 4.197817, 1.354777], [0.032460, 3.978629, 0.412518], [0.234049, 2.490506, -0.415790], [0.871795, 5.182215, 0.057545], [1.931482, 5.270376, -0.828874], [2.578608, 6.496711, -0.961869], [2.171467, 7.605035, -0.221403], [1.118674, 7.510916, 0.682008], [0.492617, 6.286062, 0.798737], [2.242978, 4.396145, -1.389510], [3.417721, 6.589704, -1.645497], [2.684359, 8.551365, -0.346735], [0.804426, 8.367860, 1.270094], [-1.316197, -0.328224, 0.297860], [-2.335187, -0.926489, -0.659824], [-2.747680, -2.563441, -0.492263], [-3.185738, -2.936242, 0.854932], [-4.017200, -4.214733, 0.803515], [-3.223347, -5.346427, 0.136222], [-2.689500, -4.894571, -1.225229], [-1.887261, -3.607847, -1.061180], [-3.818482, -0.201867, -0.406612], [-3.914724, 0.995789, 0.447848], [-5.024375, 1.899631, -0.069715], [-6.395606, 1.200525, 0.055040], [-6.237675, -0.330284, 0.011099], [-5.098752, -0.729554, -0.922156], [-1.978863, -0.911275, -2.291243], [-1.300854, 0.310568, -2.767387], [-1.061532, 0.204652, -4.263273], [-2.400024, 0.194829, -5.026891], [-3.501162, -0.496488, -4.197290], [-2.886969, -1.539682, -3.272544], [-3.757303, -2.115651, 1.288110], [-2.307788, -3.096416, 1.497440], [-4.926443, -4.018197, 0.225504], [-4.318397, -4.500839, 1.817597], [-3.846405, -6.239075, 0.030634], [-2.374938, -5.616752, 0.780580], [-3.527473, -4.698315, -1.900349], [-2.064068, -5.672136, -1.675894], [-1.466570, -3.272727, -2.004106], [-1.051245, -3.813978, -0.372469], [-2.959047, 1.498548, 0.446599], [-4.130222, 0.719254, 1.490944], [-4.812255, 2.134715, -1.117693], [-5.018121, 2.843531, 0.479785], [-7.051707, 1.524474, -0.755125], [-6.878819, 1.489874, 0.991720], [-7.163995, -0.804501, -0.322267], [-6.021292, -0.716166, 1.012690], [-5.319164, -0.334833, -1.926972], [-5.032863, -1.812864, -1.006105], [-0.373012, 0.416141, -2.225551], [-1.896029, 1.213798, -2.559186], [-0.495063, -0.711862, -4.461781], [-0.440320, 1.040581, -4.591909], [-2.273871, -0.316633, -5.984999], [-2.702719, 1.220008, -5.249877], [-4.238994, -0.970430, -4.848431], [-4.029649, 0.241011, -3.585847], [-2.331729, -2.267801, -3.877928], [-3.659671, -2.095694, -2.743296]],
  "forces_ev_per_a": [[-0.628, 0.049, -0.988], [0.102, -0.086, -0.085], [0.062, -0.110, -0.080], [-0.053, -0.063, 0.001], [-0.030, 0.070, 0.051], [-0.034, -0.031, -0.016], [-0.124, 0.073, 0.103], [0.193, 0.073, 0.010], [0.842, 0.005, -0.088], [-0.172, -0.131, -0.074], [-0.002, -0.116, 0.028], [-0.018, -0.024, -0.019], [-0.011, -0.010, 0.017], [0.026, 0.034, -0.010], [-0.052, 0.058, 0.051], [-0.085, 0.130, -0.091], [-0.026, -0.066, -0.021], [0.098, 0.006, 0.133], [0.071, 0.026, 0.065], [-0.011, 0.078, -0.058], [-0.040, -0.070, 0.005], [0.015, 0.092, -0.023], [-0.138, -0.146, -0.039], [-0.025, -0.119, -0.012], [-0.023, 0.004, -0.016], [-0.058, -0.015, -0.024], [-0.022, -0.082, -0.070], [-0.115, -0.024, 0.008], [-0.097, 0.060, 0.077], [0.046, 0.157, 0.068], [0.018, -0.059, -0.040], [-0.005, -0.031, 0.026], [-0.020, -0.007, 0.076], [-0.017, 0.042, 0.018], [-0.049, 0.061, 0.012], [0.054, 0.053, 0.016], [0.012, -0.005, 0.035], [-0.028, -0.042, 0.014], [0.066, 0.071, 0.033], [0.009, 0.078, -0.043], [-0.067, 0.008, -0.079], [-0.055, -0.012, -0.076], [0.050, -0.079, 0.006], [-0.022, -0.002, 0.018], [-0.132, -1.046, -0.282], [0.064, 0.042, -0.071], [0.084, 0.819, -0.008], [-0.077, -0.255, 0.119], [0.212, 0.419, -0.155], [0.124, 0.305, 0.219], [-0.435, -0.343, 0.305], [0.073, -0.025, 0.754], [-0.083, -0.247, 0.208], [-0.009, -0.038, -0.072], [0.029, -0.060, -0.131], [-0.077, 0.330, -0.103], [-0.080, 0.035, 0.016], [0.176, -0.125, 0.179], [-0.075, -0.048, -0.128], [0.473, -0.221, -0.399], [-0.418, 0.247, 0.340], [0.191, 0.553, 0.053], [-0.082, -0.190, 0.001], [0.059, 0.050, -0.055], [0.016, -0.069, -0.012], [0.026, -0.024, -0.052], [-0.078, 0.056, 0.049], [0.102, -0.039, -0.027], [-0.022, 0.064, 0.017], [-0.128, -0.008, 0.074], [-0.011, -0.054, 0.010], [0.029, -0.135, -0.055], [0.859, 0.164, 0.278], [-0.609, -0.280, 0.033], [0.226, -0.198, 0.103], [-0.077, -0.087, -0.218], [0.155, -0.098, -0.049], [-0.111, 0.088, 0.003], [0.032, 0.033, 0.158], [-0.195, 0.066, 0.236], [-0.503, 0.044, 0.077], [-0.299, -0.233, -0.174], [-0.103, -0.091, 0.024], [0.151, -0.061, 0.017], [0.052, 0.082, -0.033], [0.193, 0.389, 0.156], [0.119, 0.076, -0.307], [-0.370, -0.172, -0.145], [-0.072, -0.021, -0.063], [0.029, -0.070, 0.104], [0.162, 0.063, -0.043], [0.104, 0.200, 0.080], [-0.021, 0.049, -0.019], [0.069, 0.000, 0.076], [0.005, -0.019, 0.050], [0.007, 0.022, -0.106], [0.051, 0.032, 0.027], [-0.073, 0.009, -0.049], [0.012, -0.040, -0.050], [-0.050, 0.050, 0.028], [0.007, 0.057, -0.035], [0.053, 0.036, -0.037], [0.190, 0.121, -0.028], [0.045, -0.017, -0.004], [0.000, 0.011, 0.048], [-0.001, -0.030, -0.044], [-0.026, 0.022, 0.005], [-0.008, -0.009, -0.041], [0.020, 0.011, 0.034], [-0.018, -0.001, -0.052], [0.044, -0.056, 0.083], [0.031, -0.050, 0.014], [0.255, 0.010, 0.135], [0.017, -0.052, 0.039], [-0.019, 0.063, 0.004], [0.004, -0.034, -0.002], [-0.006, 0.030, 0.028], [0.000, -0.006, -0.028], [-0.013, 0.040, 0.012], [0.021, -0.035, -0.041], [0.016, -0.022, 0.011], [0.056, 0.019, -0.008]],
  "s2": 2.0120,
  "lumo_energy_ha": [-0.0525, -0.0538],
  "fmax_ev_per_a": 1.2,
  "charge": 0,
  "spin_multiplicity": 3
}